# 1
{"formula": "C47H64CoN6P2S3Si2Te", "method": "ωB97M-V/def2-TZVPD", "species": ["Co", "C", "C", "N", "N", "C", "N", "S", "C", "C", "C", "C", "C", "N", "H", "H", "H", "H", "H", "H", "H", "H", "H", "H", "C", "S", "C", "C", "C", "N", "P", "C", "C", "C", "C", "C", "C", "C", "C", "C", "C", "C", "C", "P", "C", "C", "C", "C", "C", "C", "C", "C", "C", "C", "C", "C", "H", "H", "H", "H", "H", "H", "H", "H", "H", "H", "H", "H", "H", "H", "H", "H", "H", "H", "H", "H", "H", "H", "H", "H", "H", "H", "H", "H", "H", "S", "C", "C", "N", "C", "H", "H", "H", "C", "Si", "C", "C", "C", "Te", "C", "Si", "C", "C", "C", "H", "H", "H", "H", "H", "H", "H", "H", "H", "H", "H", "H", "H", "H", "H", "H", "H", "H", "H", "H", "H", "H"], "coordinates": [[-0.68, 0.11, 0.50], [-4.01, -2.42, 0.41], [-2.98, -1.38, 0.71], [-2.09, -1.00, -0.20], [-2.19, -1.34, -1.45], [0.62, -2.00, -1.46], [1.43, -2.69, -2.53], [0.62, -0.34, -1.41], [-2.93, -0.64, 1.94], [-3.92, -0.70, 2.93], [-3.82, 0.09, 4.05], [-2.72, 0.93, 4.18], [-1.78, 0.96, 3.17], [-1.88, 0.20, 2.07], [-3.59, -3.19, -0.23], [-4.89, -2.00, -0.08], [-4.34, -2.91, 1.33], [-3.06, -1.84, -1.63], [0.87, -3.03, -3.32], [2.20, -2.13, -2.90], [-4.77, -1.36, 2.79], [-4.59, 0.08, 4.80], [-2.59, 1.56, 5.05], [-0.93, 1.62, 3.22], [5.90, 0.65, 5.06], [4.31, 1.14, 5.77], [3.42, -0.46, 5.79], [2.19, -0.45, 4.88], [2.60, -0.15, 3.44], [1.48, -0.08, 2.49], [1.10, 1.26, 1.48], [1.32, 2.77, 2.49], [1.15, 2.83, 3.88], [1.33, 4.02, 4.56], [1.62, 5.19, 3.87], [1.75, 5.16, 2.49], [1.60, 3.96, 1.81], [2.49, 1.54, 0.32], [3.82, 1.31, 0.64], [4.82, 1.61, -0.27], [4.50, 2.14, -1.52], [3.17, 2.36, -1.85], [2.18, 2.08, -0.93], [0.72, -1.42, 1.75], [1.90, -2.28, 0.65], [3.23, -2.22, 0.54], [3.95, -3.04, -0.42], [3.34, -3.80, -1.34], [1.86, -3.74, -1.50], [1.08, -3.01, -0.39], [0.53, -2.69, 3.05], [-0.72, -2.80, 3.67], [-0.93, -3.75, 4.66], [0.11, -4.60, 5.03], [1.34, -4.51, 4.40], [1.55, -3.56, 3.41], [6.46, 1.56, 4.91], [5.74, 0.15, 4.10], [6.43, 0.00, 5.75], [3.13, -0.65, 6.82], [4.14, -1.23, 5.48], [1.49, 0.30, 5.25], [1.69, -1.42, 4.95], [3.32, -0.91, 3.13], [3.09, 0.83, 3.44], [0.91, 1.94, 4.44], [1.24, 4.04, 5.64], [1.76, 6.12, 4.40], [1.99, 6.06, 1.94], [1.73, 3.95, 0.73], [4.10, 0.91, 1.61], [5.86, 1.47, 0.00], [5.29, 2.38, -2.22], [2.92, 2.76, -2.82], [1.14, 2.27, -1.18], [3.83, -1.61, 1.20], [5.03, -3.08, -0.33], [3.89, -4.47, -1.98], [1.45, -4.71, -1.78], [0.27, -3.57, 0.08], [-1.53, -2.14, 3.38], [-1.89, -3.84, 5.13], [-0.05, -5.35, 5.80], [2.15, -5.17, 4.69], [2.52, -3.49, 2.93], [-2.97, 4.15, 0.45], [-4.03, 2.88, 0.01], [-3.33, 1.77, -0.30], [-1.96, 1.89, -0.19], [-1.65, 3.10, 0.18], [-5.10, 3.02, 0.00], [-3.77, 0.84, -0.62], [-0.63, 3.44, 0.32], [-1.42, 3.74, -6.62], [-0.66, 2.91, -5.12], [0.49, 1.50, -5.65], [0.30, 4.10, -4.01], [-2.08, 2.21, -4.03], [-1.79, 0.16, -3.37], [-3.77, -0.46, -3.89], [-3.69, -2.08, -4.91], [-2.44, -3.26, -4.10], [-3.10, -1.65, -6.64], [-5.45, -2.77, -4.85], [-0.64, 4.19, -7.24], [-2.12, 4.54, -6.35], [-1.96, 3.03, -7.25], [1.42, 1.90, -6.05], [0.03, 0.89, -6.43], [0.74, 0.85, -4.81], [1.02, 4.68, -4.60], [0.86, 3.57, -3.24], [-0.35, 4.82, -3.51], [-3.04, 2.24, -4.54], [-2.16, 2.85, -3.15], [-4.20, 0.34, -4.49], [-4.39, -0.57, -3.00], [-1.63, -2.71, -3.62], [-2.01, -3.93, -4.85], [-2.91, -3.90, -3.34], [-2.14, -1.13, -6.63], [-3.82, -1.01, -7.16], [-2.99, -2.56, -7.23], [-5.75, -3.02, -3.83], [-5.54, -3.67, -5.45], [-6.16, -2.04, -5.24]], "homo_energy_ev": [-10.76, -10.75], "gap_ev": [4.5, 4.5], "multiplicity": 2, "charge": 2, "de_lowest_ev": 0.000, "s2": 0.76}

# 2
{"formula": "C47H65Br2F5N3O19", "method": "ωB97M-V/def2-TZVPD", "species": ["N", "C", "C", "C", "C", "C", "C", "F", "N", "C", "C", "C", "F", "Br", "C", "F", "F", "Br", "C", "C", "C", "O", "O", "N", "C", "C", "O", "F", "H", "H", "H", "H", "H", "H", "H", "H", "H", "H", "H", "H", "H", "H", "H", "H", "H", "O", "C", "O", "C", "C", "C", "H", "H", "H", "H", "H", "H", "O", "C", "O", "C", "C", "C", "H", "H", "H", "H", "H", "H", "O", "C", "O", "C", "C", "C", "H", "H", "H", "H", "H", "H", "O", "C", "O", "C", "C", "C", "H", "H", "H", "H", "H", "H", "O", "C", "O", "C", "C", "C", "H", "H", "H", "H", "H", "H", "O", "C", "O", "C", "C", "C", "H", "H", "H", "H", "H", "H", "O", "C", "O", "C", "C", "C", "H", "H", "H", "H", "H", "H", "O", "C", "O", "C", "C", "C", "H", "H", "H", "H", "H", "H"], "coordinates": [[-0.51, 0.63, 5.84], [-0.74, 1.00, 4.60], [-1.72, 0.13, 3.64], [-1.22, 0.23, 2.12], [0.10, -0.45, 1.70], [1.13, -1.34, 2.53], [0.76, -2.89, 2.21], [-0.52, -3.29, 2.73], [0.22, -0.09, 0.28], [1.40, -0.53, -0.54], [2.46, 0.65, -0.82], [3.77, 0.60, 0.09], [3.44, 0.86, 1.47], [4.89, 2.17, -0.50], [4.70, -0.70, -0.11], [6.01, -0.36, 0.40], [4.28, -1.84, 0.62], [5.01, -1.09, -2.06], [-0.92, 0.70, -0.07], [-1.13, 1.30, -1.55], [-1.73, 0.16, -2.51], [-2.98, 0.03, -2.62], [-0.90, -0.77, -3.22], [-1.87, 0.94, 1.02], [-3.11, 1.75, 0.99], [-4.36, 1.09, 1.73], [-4.75, -0.08, 1.63], [-5.06, 1.96, 2.65], [-1.00, -0.26, 6.06], [-0.28, 1.95, 4.14], [-2.81, 0.39, 3.81], [-1.57, -0.97, 3.98], [2.21, -1.20, 2.15], [1.07, -1.14, 3.66], [0.83, -2.99, 1.07], [1.59, -3.53, 2.66], [1.91, -1.46, -0.09], [0.99, -0.89, -1.57], [1.92, 1.64, -0.57], [2.78, 0.75, -1.92], [-1.88, 2.17, -1.54], [-0.16, 1.71, -2.00], [-0.84, -1.60, -2.69], [-3.41, 1.85, -0.13], [-2.85, 2.81, 1.33], [0.72, -4.98, 0.00], [1.49, -5.83, 0.37], [2.59, -5.57, 1.14], [3.34, -6.78, 1.30], [2.36, -7.90, 1.05], [1.42, -7.29, 0.03], [4.16, -6.78, 0.58], [3.76, -6.82, 2.31], [2.83, -8.82, 0.72], [1.81, -8.12, 1.97], [1.78, -7.44, -0.99], [0.41, -7.67, 0.14], [-6.04, -5.64, -2.77], [-5.91, -4.44, -2.76], [-5.13, -3.77, -1.87], [-5.29, -2.36, -2.07], [-5.79, -2.21, -3.48], [-6.61, -3.47, -3.67], [-6.01, -1.98, -1.33], [-4.34, -1.85, -1.92], [-6.36, -1.29, -3.64], [-4.95, -2.21, -4.18], [-7.64, -3.35, -3.34], [-6.58, -3.82, -4.71], [-3.91, 4.56, 0.78], [-4.00, 5.18, 1.81], [-3.17, 5.01, 2.87], [-3.61, 5.82, 3.97], [-4.44, 6.92, 3.33], [-5.04, 6.21, 2.13], [-4.20, 5.20, 4.65], [-2.75, 6.22, 4.50], [-5.19, 7.34, 4.01], [-3.79, 7.73, 2.99], [-5.98, 5.71, 2.38], [-5.19, 6.90, 1.30], [3.43, 5.25, -1.85], [4.52, 5.61, -2.21], [5.49, 4.77, -2.68], [6.69, 5.51, -2.90], [6.26, 6.95, -3.05], [5.05, 7.02, -2.15], [7.35, 5.36, -2.03], [7.20, 5.14, -3.79], [7.04, 7.66, -2.79], [5.96, 7.13, -4.09], [5.32, 7.26, -1.12], [4.31, 7.73, -2.52], [2.64, -1.43, 5.33], [3.46, -0.54, 5.40], [4.72, -0.63, 4.89], [5.45, 0.55, 5.25], [4.40, 1.60, 5.53], [3.26, 0.78, 6.09], [6.07, 0.33, 6.12], [6.10, 0.84, 4.42], [4.75, 2.38, 6.21], [4.09, 2.08, 4.60], [3.35, 0.63, 7.17], [2.29, 1.21, 5.84], [5.54, 10.18, -1.55], [6.64, 10.54, -1.90], [7.60, 9.69, -2.37], [8.81, 10.43, -2.59], [8.37, 11.87, -2.75], [7.16, 11.94, -1.85], [9.46, 10.29, -1.73], [9.31, 10.06, -3.49], [9.15, 12.59, -2.49], [8.07, 12.06, -3.78], [7.43, 12.18, -0.82], [6.42, 12.65, -2.22], [-1.05, -8.50, -2.34], [-1.00, -7.51, -3.03], [0.12, -7.07, -3.67], [-0.16, -5.82, -4.31], [-1.66, -5.79, -4.48], [-2.15, -6.56, -3.28], [0.20, -5.01, -3.67], [0.36, -5.77, -5.27], [-2.07, -4.77, -4.54], [-1.94, -6.32, -5.40], [-2.28, -5.92, -2.40], [-3.07, -7.11, -3.49], [-10.55, -9.94, -1.11], [-9.76, -9.04, -1.04], [-8.49, -9.10, -1.54], [-7.79, -7.90, -1.19], [-8.86, -6.88, -0.92], [-9.99, -7.72, -0.36], [-7.17, -8.11, -0.31], [-7.14, -7.61, -2.02], [-8.53, -6.08, -0.24], [-9.18, -6.41, -1.85], [-9.90, -7.86, 0.72], [-10.96, -7.31, -0.62]], "homo_energy_ev": -10.77, "gap_ev": 7.6, "charge": 1}

# 3
{"formula": "C47H67CsN8OPSSi", "method": "ωB97M-V/def2-TZVPD", "species": ["Cs", "C", "C", "N", "N", "C", "N", "S", "C", "C", "C", "C", "C", "N", "H", "H", "H", "H", "H", "H", "H", "H", "H", "H", "C", "Si", "C", "N", "C", "C", "C", "C", "C", "C", "C", "C", "C", "C", "C", "C", "C", "C", "C", "C", "C", "H", "H", "H", "H", "H", "H", "H", "H", "H", "H", "H", "H", "H", "H", "H", "H", "H", "H", "H", "H", "H", "H", "H", "H", "N", "C", "N", "C", "N", "O", "P", "C", "C", "C", "C", "C", "C", "C", "C", "C", "C", "C", "C", "C", "C", "C", "C", "C", "C", "H", "H", "H", "H", "H", "H", "H", "H", "H", "H", "H", "H", "H", "H", "H", "H", "H", "H", "H", "H", "H", "H", "H", "H", "H", "H", "H", "H", "H", "H", "H", "H", "H"], "coordinates": [[0.57, -0.18, -0.19], [-1.03, 3.94, -3.56], [-0.58, 3.26, -2.29], [0.48, 2.55, -2.21], [1.23, 2.41, -3.33], [2.47, 1.82, -3.28], [3.03, 1.75, -4.53], [3.23, 1.29, -1.92], [-1.36, 3.41, -1.04], [-2.04, 4.59, -0.76], [-2.66, 4.73, 0.47], [-2.60, 3.69, 1.37], [-1.93, 2.53, 0.99], [-1.31, 2.40, -0.18], [-1.11, 3.22, -4.37], [-0.33, 4.73, -3.86], [-2.01, 4.40, -3.43], [0.97, 2.90, -4.17], [2.42, 1.61, -5.32], [3.87, 1.19, -4.55], [-2.05, 5.41, -1.48], [-3.17, 5.65, 0.72], [-3.04, 3.75, 2.36], [-1.85, 1.70, 1.68], [1.86, 0.13, 2.74], [2.10, 1.54, 3.75], [3.16, 2.88, 2.88], [2.87, 3.07, 1.46], [3.77, 4.00, 0.80], [3.59, 5.46, 1.28], [2.12, 5.73, 1.64], [1.19, 4.83, 0.82], [1.48, 3.35, 1.13], [0.46, 2.37, 4.34], [0.35, 3.69, 4.79], [-0.86, 4.24, 5.18], [-2.02, 3.47, 5.13], [-1.95, 2.16, 4.68], [-0.73, 1.63, 4.27], [3.04, 1.39, 5.43], [4.27, 0.72, 5.42], [5.04, 0.56, 6.57], [4.58, 1.07, 7.78], [3.35, 1.72, 7.82], [2.60, 1.87, 6.66], [1.53, -0.83, 3.16], [2.53, -0.01, 1.89], [4.19, 2.50, 2.96], [3.15, 3.82, 3.47], [3.57, 3.94, -0.27], [4.80, 3.67, 0.94], [3.92, 6.13, 0.48], [4.23, 5.66, 2.14], [1.88, 6.79, 1.49], [1.95, 5.53, 2.70], [1.34, 5.04, -0.24], [0.15, 5.06, 1.05], [1.14, 2.74, 0.28], [0.86, 3.04, 1.98], [1.25, 4.30, 4.85], [-0.91, 5.27, 5.52], [-2.97, 3.90, 5.44], [-2.85, 1.55, 4.64], [-0.68, 0.62, 3.88], [4.62, 0.29, 4.48], [5.98, 0.04, 6.52], [5.17, 0.94, 8.68], [2.98, 2.10, 8.77], [1.64, 2.37, 6.73], [1.06, -3.10, 0.91], [1.53, -4.17, 0.95], [2.07, -5.35, 0.98], [1.84, -6.23, 0.04], [1.66, -7.05, -0.77], [-1.34, -1.11, -2.13], [-1.44, -2.61, -2.05], [0.17, -3.45, -2.34], [0.12, -4.85, -3.02], [1.23, -5.03, -4.06], [2.58, -4.63, -3.48], [2.58, -3.17, -2.97], [1.19, -2.53, -3.02], [-1.90, -3.15, -0.38], [-3.07, -2.36, 0.24], [-3.47, -3.03, 1.56], [-4.06, -4.43, 1.30], [-3.55, -5.05, -0.01], [-2.09, -4.69, -0.25], [-2.65, -3.22, -3.27], [-2.09, -2.97, -4.70], [-2.52, -1.60, -5.22], [-4.04, -1.55, -5.42], [-4.77, -2.45, -4.42], [-4.01, -2.51, -3.09], [0.54, -3.58, -1.32], [-0.84, -5.03, -3.50], [0.24, -5.62, -2.26], [1.01, -4.43, -4.96], [1.25, -6.07, -4.38], [3.37, -4.78, -4.22], [2.80, -5.31, -2.65], [3.27, -2.55, -3.56], [2.94, -3.12, -1.94], [0.90, -2.33, -4.06], [1.24, -1.56, -2.52], [-1.01, -2.89, 0.21], [-3.94, -2.32, -0.42], [-2.77, -1.33, 0.40], [-4.17, -2.42, 2.12], [-2.57, -3.12, 2.18], [-5.15, -4.37, 1.27], [-3.81, -5.09, 2.14], [-4.15, -4.69, -0.85], [-3.67, -6.13, 0.01], [-1.71, -5.21, -1.13], [-1.48, -5.04, 0.59], [-2.78, -4.29, -3.11], [-2.46, -3.75, -5.37], [-1.01, -3.06, -4.71], [-2.00, -1.37, -6.15], [-2.20, -0.85, -4.49], [-4.29, -1.85, -6.44], [-4.39, -0.52, -5.31], [-4.86, -3.46, -4.82], [-5.79, -2.09, -4.26], [-4.61, -3.03, -2.34], [-3.85, -1.49, -2.72]], "homo_energy_ev": -3.04, "gap_ev": 4.3, "charge": -1, "de_lowest_ev": 0.453}

no.,F_max (eV/A)
1,1.91
2,6.55
3,0.64